Entry 1:
A structure of composition C4H5FeLiO2 at a distorted geometry. Source: OMol25; level of theory: ωB97M-V/def2-TZVPD.

E_LUMO (spin up / spin down) = -10.18 / -11.85 eV
Energy relative to the best compared isomer or geometry (same formula, charge and spin) = 4.529 eV
F_max = 6.03 eV Å⁻¹
Gap between HOMO and LUMO (spin up / spin down) = 6.37 / 7.55 eV
⟨S²⟩ = 12.033

Structure (ORCA input):
```
! wB97M-V def2-TZVPD RIJCOSX def2/J DEFGRID3
* xyz 2 7
H -0.038 -0.233 -0.915
C -0.398 -1.303 0.387
C -0.787 -2.769 0.367
C -1.712 -2.838 -0.860
C -2.069 -1.393 -1.180
O -1.694 -0.759 0.032
O 0.133 -0.643 1.323
Li -0.783 1.404 0.824
Fe -1.740 -0.139 -2.684
H -1.276 -2.974 1.329
H 0.132 -3.367 0.286
H -2.659 -3.376 -0.690
H -1.219 -3.404 -1.667
*
```


Entry 2:
A structure of composition C11H12NO4PtS2Se3Te. Source: OMol25; level of theory: ωB97M-V/def2-TZVPD.

E_LUMO (spin up / spin down) = -4.18 / -5.94 eV
Energy relative to the best compared isomer or geometry (same formula, charge and spin) = 0.110 eV
F_max = 0.82 eV Å⁻¹
Gap between HOMO and LUMO (spin up / spin down) = 6.94 / 6.17 eV
⟨S²⟩ = 6.020

Structure (ORCA input):
```
! wB97M-V def2-TZVPD RIJCOSX def2/J DEFGRID3
* xyz 1 5
Pt 0.302 0.150 -1.998
Se 0.535 -2.283 -1.955
Se -1.301 -3.172 -2.872
Te -2.524 -1.126 -3.907
Se -0.691 0.354 -4.297
O -3.436 -1.347 -1.414
C -2.811 -0.661 -0.613
N -1.653 -0.013 -0.889
S -1.064 0.811 0.364
O 0.232 0.184 0.641
O -0.996 2.219 0.119
C -2.313 0.370 1.501
C -2.464 0.720 2.824
C -3.592 0.225 3.475
C -4.513 -0.574 2.809
C -4.343 -0.912 1.472
C -3.220 -0.430 0.820
H -1.747 1.351 3.326
H -3.759 0.465 4.515
H -5.381 -0.938 3.340
H -5.059 -1.530 0.949
O 2.001 1.235 -2.559
S 3.358 1.490 -1.876
C 3.021 1.630 -0.101
C 3.817 0.533 0.594
C 3.778 -0.672 -0.335
C 4.140 -0.135 -1.715
H 1.942 1.476 0.007
H 3.252 2.646 0.213
H 3.387 0.329 1.573
H 4.850 0.849 0.752
H 2.772 -1.100 -0.343
H 4.464 -1.461 -0.032
H 3.804 -0.718 -2.571
H 5.212 0.038 -1.816
*
```